Entry 1:
ORCA calculation (ωB97M-V with the def2-TZVPD basis set) on a molecular structure, C41H52Cl2N6O6OsP2S2.

Each line ends with the Mulliken charge.
Atoms and positions in Å:
Os (-0.351, -0.274, -0.058)  1.2843
S (1.020, 1.168, 1.194)  -0.6195
C (0.803, 2.170, -0.215)  0.8497
C (1.103, 3.495, -0.514)  -0.8767
C (0.708, 3.977, -1.744)  -0.2688
C (0.030, 3.153, -2.650)  -1.1931
C (-0.227, 1.850, -2.300)  -0.2628
N (0.185, 1.383, -1.110)  0.5567
H (1.618, 4.112, 0.208)  0.5566
H (0.923, 5.004, -2.009)  0.4783
H (-0.293, 3.525, -3.612)  0.5209
H (-0.730, 1.149, -2.951)  0.5526
C (-5.053, -0.751, -0.234)  -0.6277
N (-4.234, 0.439, -0.010)  0.7458
C (-4.179, 1.365, -1.147)  -1.0687
P (-3.175, 0.666, 1.177)  -1.3338
O (-1.707, 0.920, 0.804)  0.0711
O (-3.251, -0.713, 2.016)  -0.2294
P (-2.053, -1.785, 2.291)  -1.2876
O (-1.175, -1.891, 1.075)  1.0223
N (-1.286, -1.252, 3.611)  0.6094
C (-1.815, -0.272, 4.558)  -1.1239
C (0.154, -1.513, 3.741)  -0.9291
N (-2.756, -3.219, 2.571)  0.6063
C (-3.486, -3.422, 3.829)  -1.0882
C (-3.323, -3.967, 1.442)  -1.0460
N (-3.601, 1.932, 2.075)  0.6767
C (-2.639, 2.778, 2.790)  -0.9205
C (-4.999, 2.132, 2.472)  -1.0334
H (-6.053, -0.430, -0.525)  0.4483
H (-5.132, -1.341, 0.674)  0.1506
H (-4.624, -1.363, -1.029)  -0.0282
H (-5.178, 1.743, -1.364)  0.4489
H (-3.790, 0.843, -2.023)  0.1054
H (-3.533, 2.214, -0.924)  0.3718
H (-2.867, -0.075, 4.366)  0.3293
H (-1.255, 0.663, 4.482)  0.3134
H (-1.718, -0.653, 5.576)  0.4392
H (0.461, -2.322, 3.080)  0.0797
H (0.373, -1.800, 4.769)  0.5199
H (0.724, -0.615, 3.490)  0.3338
H (-2.964, -2.938, 4.652)  0.3120
H (-3.531, -4.489, 4.037)  0.3714
H (-4.506, -3.034, 3.765)  0.3184
H (-2.852, -3.662, 0.510)  0.1591
H (-4.402, -3.806, 1.371)  0.3397
H (-3.139, -5.031, 1.591)  0.3482
H (-1.626, 2.566, 2.460)  0.1376
H (-2.713, 2.616, 3.867)  0.3280
H (-2.867, 3.823, 2.582)  0.3178
H (-5.667, 1.590, 1.806)  0.2630
H (-5.236, 3.193, 2.411)  0.3672
H (-5.161, 1.793, 3.497)  0.3122
O (1.341, -1.391, 0.360)  -0.1300
S (2.448, -1.840, -0.656)  0.8427
C (3.774, -2.288, 0.481)  -1.3996
C (4.600, -1.104, 0.898)  0.0421
C (4.261, -0.380, 2.033)  0.1307
C (5.016, 0.720, 2.411)  -0.8210
C (6.114, 1.100, 1.652)  -0.4716
C (6.459, 0.377, 0.519)  -0.7481
C (5.704, -0.722, 0.142)  -0.2938
C (2.012, -3.507, -1.246)  0.5002
C (1.849, -4.539, -0.172)  -0.0948
C (2.814, -5.524, 0.010)  -0.3677
C (2.660, -6.482, 1.002)  -0.8461
C (1.544, -6.454, 1.826)  -0.6478
C (0.579, -5.471, 1.651)  -0.8975
C (0.726, -4.520, 0.652)  0.5376
H (4.362, -3.020, -0.076)  0.8320
H (3.286, -2.782, 1.321)  0.4472
H (3.413, -0.690, 2.631)  0.3804
H (4.755, 1.274, 3.303)  0.4482
H (6.711, 1.951, 1.953)  0.4269
H (7.323, 0.663, -0.065)  0.4244
H (5.981, -1.291, -0.739)  0.4359
H (2.823, -3.740, -1.941)  1.0302
H (1.104, -3.360, -1.825)  -1.1499
H (3.687, -5.553, -0.633)  0.4464
H (3.406, -7.255, 1.124)  0.4162
H (1.423, -7.203, 2.597)  0.4388
H (-0.297, -5.451, 2.287)  0.4482
H (-0.030, -3.753, 0.519)  0.2281
Cl (1.198, -5.064, -5.869)  -0.1651
C (2.249, -3.692, -5.806)  0.9988
C (3.456, -3.748, -6.485)  -0.5943
C (4.361, -2.706, -6.372)  -0.5416
C (4.067, -1.617, -5.565)  -0.7100
C (2.849, -1.570, -4.916)  0.7016
Cl (2.495, -0.190, -3.904)  -0.1200
C (1.891, -2.580, -5.038)  -1.2235
N (0.668, -2.490, -4.366)  1.4096
C (-0.595, -2.533, -4.969)  0.4544
C (-0.741, -2.449, -6.352)  -0.4259
C (-1.993, -2.507, -6.936)  -0.7974
C (-3.133, -2.636, -6.154)  -0.9061
C (-2.990, -2.719, -4.780)  -0.5655
C (-1.738, -2.676, -4.175)  -0.0849
C (-1.649, -2.926, -2.680)  -1.1150
C (-1.224, -1.745, -1.880)  0.5908
O (-2.024, -1.001, -1.248)  -0.7632
O (0.003, -1.406, -1.714)  0.3650
H (3.685, -4.622, -7.079)  0.4760
H (5.300, -2.746, -6.905)  0.4204
H (4.765, -0.799, -5.453)  0.4872
H (0.723, -2.084, -3.447)  -0.9077
H (0.136, -2.325, -6.973)  0.5266
H (-2.077, -2.454, -8.013)  0.4265
H (-4.113, -2.682, -6.606)  0.4257
H (-3.870, -2.831, -4.156)  0.4050
H (-0.956, -3.750, -2.481)  0.2998
H (-2.634, -3.201, -2.306)  0.6360

Properties
net charge	+2
energy relative to the best compared isomer or geometry (same formula, charge and spin)	6.0	kcal per mole
orbital gap	6.482	eV


Entry 2:
ORCA calculation (ωB97M-V with the def2-TZVPD basis set) on 2 unconnected molecules or ions with the total composition C6H5I2N.

Each line ends with the natural charge from an NBO analysis.
Atoms and positions in Å:
C (1.485, 1.065, 0.394)  -0.1691
C (0.371, 0.767, 1.176)  -0.2127
C (1.721, 0.356, -0.782)  -0.2259
C (-0.494, -0.232, 0.807)  -0.2090
C (0.870, -0.647, -1.171)  -0.1554
C (-0.262, -0.988, -0.372)  0.0782
N (-0.963, -2.010, -0.834)  -0.5292
I (-2.558, -2.748, 0.076)  0.3189
I (-4.773, 2.334, -0.013)  -0.0012
H (2.165, 1.846, 0.700)  0.2153
H (0.189, 1.326, 2.081)  0.2194
H (2.580, 0.596, -1.390)  0.2197
H (-1.362, -0.457, 1.407)  0.2229
H (1.031, -1.209, -2.077)  0.2282

Properties
orbital gap (spin up / spin down)	7.447 / 4.843	eV


Entry 3:
ORCA calculation (ωB97M-V with the def2-TZVPD basis set) on 2 unconnected molecules or ions with the total composition C5H7FN2S2.

Each line ends with the natural charge from an NBO analysis.
Atoms and positions in Å:
S (-1.779, 1.997, -0.285)  0.2517
C (-2.368, 0.516, -0.085)  -0.2603
C (-3.359, 0.010, 0.896)  -0.0060
N (-3.573, -1.241, 0.739)  -0.2128
N (-2.749, -1.718, -0.367)  -0.2190
C (-2.075, -0.734, -0.827)  0.0010
H (-3.854, 0.599, 1.658)  0.2207
H (-1.384, -0.832, -1.657)  0.2235
F (1.143, -0.183, -0.214)  -0.3674
C (2.021, -1.189, 0.128)  0.0466
C (3.410, -0.878, -0.394)  -0.5593
S (4.157, 0.624, 0.300)  -0.0227
H (1.663, -2.127, -0.316)  0.1688
H (2.023, -1.294, 1.219)  0.1644
H (4.067, -1.737, -0.231)  0.2252
H (3.359, -0.706, -1.471)  0.2309
H (4.272, 0.169, 1.561)  0.1147

Properties
SMILES	S=C1C=NN=C1.FCCS
orbital gap	7.197	eV


Entry 4:
ORCA calculation (ωB97M-V with the def2-TZVPD basis set) on a molecular structure, C23H51FN8O4P4S2.

Each line ends with the Mulliken charge.
Atoms and positions in Å:
C (6.000, 2.569, 0.756)  -1.4810
C (4.439, 2.714, 0.723)  -0.5160
C (3.665, 1.383, 0.731)  0.0584
C (2.370, 1.304, 0.175)  -0.2119
P (1.420, 2.720, -0.550)  0.5522
C (2.093, 4.412, -0.160)  -1.2577
C (-0.204, 2.762, 0.410)  -0.5145
C (0.006, 2.471, 1.931)  -1.0270
C (1.707, -0.063, 0.154)  -0.7276
P (0.066, -0.463, -0.594)  0.3603
O (0.065, -1.971, -1.263)  -0.5119
O (-0.251, 0.494, -1.869)  -0.0493
S (-1.383, -0.510, 0.694)  -0.3255
C (2.309, -1.169, 0.706)  0.7902
F (1.697, -2.372, 0.720)  -0.3874
C (3.604, -1.139, 1.342)  0.5461
N (4.242, -2.155, 1.906)  -0.6521
S (5.645, -1.481, 2.428)  0.1164
N (5.439, 0.033, 1.924)  -0.4724
C (4.243, 0.183, 1.303)  1.0568
H (6.236, 1.729, 0.064)  0.3443
H (6.397, 2.307, 1.747)  0.3147
H (6.501, 3.449, 0.303)  0.3891
H (4.243, 3.161, -0.271)  0.2613
H (4.113, 3.403, 1.527)  0.2605
H (2.416, 4.455, 0.900)  0.3142
H (2.924, 4.673, -0.833)  0.3782
H (1.267, 5.133, -0.320)  0.4346
H (-0.527, 3.826, 0.338)  0.5980
H (-0.994, 2.176, -0.077)  0.2523
H (-0.037, 1.407, 2.208)  0.2026
H (1.026, 2.822, 2.210)  0.2237
H (-0.706, 3.083, 2.516)  0.3716
H (0.395, -1.897, -2.177)  0.3179
H (-1.209, 0.678, -1.898)  0.2414
O (-0.694, -3.524, 6.182)  -0.8155
P (-0.109, -4.743, 5.501)  0.8964
N (0.097, -3.984, 3.964)  0.0307
C (-0.171, -4.533, 2.650)  -0.4424
C (1.074, -2.899, 3.925)  -0.6206
N (-1.572, -5.656, 5.528)  0.2121
C (-2.192, -6.284, 4.377)  -1.1818
C (-2.617, -5.226, 6.451)  -0.9963
N (0.726, -6.200, 4.969)  -0.0952
C (0.710, -7.259, 6.014)  -1.0846
C (2.160, -6.004, 4.654)  -1.0576
H (0.435, -5.416, 2.406)  0.2829
H (0.017, -3.801, 1.864)  0.0947
H (-1.221, -4.792, 2.525)  0.1499
H (2.106, -3.273, 3.973)  0.2735
H (0.936, -2.215, 4.765)  0.3404
H (0.978, -2.294, 3.024)  -0.1007
H (-2.793, -5.571, 3.801)  0.3159
H (-2.861, -7.090, 4.699)  0.4008
H (-1.466, -6.761, 3.720)  0.3486
H (-3.163, -4.356, 6.065)  0.2984
H (-2.201, -4.973, 7.424)  0.3108
H (-3.337, -6.031, 6.624)  0.3108
H (1.203, -6.925, 6.932)  0.3561
H (1.215, -8.157, 5.652)  0.4055
H (-0.301, -7.565, 6.271)  0.3219
H (2.689, -5.503, 5.469)  0.3652
H (2.300, -5.424, 3.743)  0.2554
H (2.645, -6.962, 4.465)  0.3804
O (-1.988, 2.141, -3.598)  -0.7778
P (-2.277, 3.327, -4.492)  0.7816
N (-3.818, 2.750, -5.022)  0.0983
C (-4.375, 2.789, -6.359)  -0.8344
C (-4.847, 2.667, -3.986)  -0.9982
N (-1.071, 2.940, -5.657)  0.2534
C (-1.292, 2.806, -7.084)  -1.1856
C (-0.018, 2.012, -5.252)  -0.8339
N (-2.497, 4.871, -5.307)  -0.1326
C (-1.284, 5.729, -5.203)  -1.0999
C (-3.594, 5.704, -4.760)  -1.0859
H (-4.509, 3.803, -6.758)  0.3105
H (-5.355, 2.309, -6.391)  0.3553
H (-3.774, 2.218, -7.063)  0.1945
H (-5.225, 3.656, -3.694)  0.2702
H (-4.454, 2.190, -3.086)  0.1924
H (-5.697, 2.063, -4.305)  0.4153
H (-1.682, 1.815, -7.343)  0.3018
H (-0.350, 2.938, -7.628)  0.3769
H (-1.957, 3.573, -7.479)  0.3739
H (-0.370, 0.973, -5.265)  0.2802
H (0.347, 2.242, -4.253)  0.0935
H (0.844, 2.089, -5.920)  0.3157
H (-1.037, 5.950, -4.159)  0.3603
H (-1.439, 6.670, -5.733)  0.4129
H (-0.414, 5.264, -5.660)  0.3095
H (-3.512, 5.822, -3.676)  0.3633
H (-4.573, 5.287, -4.989)  0.2861
H (-3.587, 6.695, -5.216)  0.3965

Properties
orbital gap	6.779	eV


Let's list energy in order: -4863.4351; -881.6871; -1200.3757; -3907.5467 Eh.